Entry i
17
Properties=species:S:1:pos:R:3 method="wB97M-V/def2-TZVPD" charge=+1 multiplicity=2 homo_energy_ha="-0.49971 / -0.49971" e_lumo_ha="-0.1225 / -0.3189"
H -2.68138 -5.82314 0.09904
H -0.94432 3.15562 -0.43671
H -1.21385 0.83319 -1.46766
H 3.11225 0.54670 -0.70636
H -1.35389 1.77152 0.55487
C 0.45077 1.47529 -0.54396
C -0.50547 2.39919 0.20715
H -0.26324 -0.44782 -0.58077
H -0.15753 2.74436 1.17834
H 0.97595 2.05701 -1.31878
H 0.97090 0.18998 1.04436
H -2.04065 -6.05672 1.52029
O -1.94139 -5.63851 0.67092
N -0.34997 0.40150 -1.15128
C 1.50691 0.84567 0.33009
O 2.38850 0.00259 -0.37044
H 2.04639 1.54359 0.97092

=====

Entry ii
17
Properties=species:S:1:pos:R:3 method="wB97M-V/def2-TZVPD" charge=+1 multiplicity=2 homo_energy_ha="-0.56274 / -0.56226" e_lumo_ha="-0.1226 / -0.3025"
O -0.19053 1.22564 -1.11162
H 1.59035 -1.18307 1.62466
H 2.91373 -1.16640 0.43814
C -0.37010 -1.46678 0.01201
H 1.32862 -1.00136 -1.27608
H -1.16708 -0.82246 0.38397
H -3.25147 1.26525 1.31528
H -0.83241 -1.98083 -0.84151
H -1.03164 0.74920 -1.01052
C 0.94028 -0.74779 -0.27761
H 1.71747 1.24208 -0.52171
O -2.57455 1.05057 0.66251
C 0.75300 0.84902 -0.18604
N 1.91452 -1.12870 0.66982
H -1.79775 1.52780 0.98890
H -0.29077 -2.27030 0.73427
H 0.55810 1.17722 0.83620

=====

What is the most stable structure shown above? It is entry ii.